C27H25N5O2PtS2 as an isolated structure in a non-equilibrium geometry. Source: the Open Molecules 2025 dataset; level of theory: the ωB97M-V functional and the def2-TZVPD basis.

Each line ends with the natural charge from an NBO analysis.
Element x y z (Å)
Pt1 -0.36959 -1.71215 -1.88080  0.93
N1 -2.35534 4.63121 2.03681  -0.80
C1 -2.01519 3.81604 0.96705  0.20
C2 -2.63776 2.58044 0.78897  -0.29
C3 -2.28693 1.76249 -0.27272  -0.16
C4 -1.29987 2.17126 -1.15741  -0.34
C5 -0.64703 3.38633 -0.97131  -0.16
C6 -1.00754 4.20453 0.07885  -0.28
S1 -0.83774 1.16337 -2.51002  2.32
O1 -0.52003 2.01335 -3.61754  -0.93
O2 -1.90206 0.17875 -2.68755  -0.98
N2 0.42990 0.30033 -1.96410  -1.02
C7 1.53690 0.09131 -2.78155  0.56
N3 2.20187 1.06546 -3.38849  -0.45
C8 3.21027 0.67134 -4.15732  0.11
C9 3.57545 -0.65780 -4.32852  -0.35
C10 2.82849 -1.59154 -3.63604  0.10
N4 1.81881 -1.22856 -2.85312  -0.54
H1 -3.26405 4.47913 2.44148  0.38
H2 -2.12091 5.60539 1.94444  0.38
H3 -3.41573 2.26978 1.47647  0.21
H4 -2.78808 0.81734 -0.43294  0.24
H5 0.11754 3.69700 -1.67170  0.24
H6 -0.51367 5.15943 0.21506  0.21
H7 3.75576 1.45938 -4.66578  0.20
H8 4.39938 -0.94514 -4.96377  0.23
H9 3.03845 -2.65371 -3.69006  0.20
C11 2.70149 1.38181 3.53030  -0.59
C12 1.38124 1.54761 2.76765  -0.09
C13 1.67654 2.19371 1.41605  -0.61
C14 0.45148 2.47347 3.56115  -0.60
C15 0.71085 0.18619 2.60591  -0.01
C16 0.38445 -0.56476 3.75494  -0.15
C17 -0.21950 -1.80133 3.68973  -0.23
C18 -0.50718 -2.32582 2.43092  -0.22
S2 -1.23960 -3.84104 1.98240  0.43
C19 -1.06676 -3.41557 0.31687  0.09
N5 -0.52434 -2.24381 0.11249  -0.47
C20 -0.19110 -1.59618 1.29155  0.10
C21 0.40719 -0.34003 1.36501  -0.18
C22 -1.42065 -4.19679 -0.85084  -0.11
C23 -2.02947 -5.44749 -0.84003  -0.18
C24 -2.32614 -6.05860 -2.04536  -0.25
C25 -2.00709 -5.41247 -3.23953  -0.18
C26 -1.39203 -4.16712 -3.24016  -0.26
C27 -1.08633 -3.53228 -2.03837  -0.15
H10 3.18645 2.35307 3.64832  0.21
H11 3.38530 0.72232 2.99245  0.21
H12 2.54447 0.96411 4.52606  0.20
H13 2.15262 3.16358 1.57621  0.21
H14 0.76708 2.36214 0.83909  0.22
H15 2.35449 1.58596 0.81274  0.21
H16 0.92038 3.45146 3.69079  0.21
H17 0.23437 2.07134 4.55239  0.20
H18 -0.49329 2.62190 3.03795  0.22
H19 0.61866 -0.16058 4.73142  0.20
H20 -0.45039 -2.34919 4.59331  0.22
H21 0.61994 0.18072 0.43989  0.25
H22 -2.27862 -5.93545 0.09588  0.21
H23 -2.80342 -7.02887 -2.06052  0.21
H24 -2.24186 -5.88986 -4.18319  0.21
H25 -1.15049 -3.68694 -4.18192  0.21

The value obtained for the HOMO energy is -8.033 eV. The gap between HOMO and LUMO comes out at 8.0 eV. As for the total energy: -2383.84430 Ha. For the energy relative to the best compared isomer or geometry (same formula, charge and spin), the calculation gives 24.1 kcal per mole. For the maximum force, the calculation gives 1.05 eV/Å.